Density functional theory data (ωB97M-V/def2-TZVPD) for a cluster of 4 separate species, C2H14NO3 in total in a non-equilibrium geometry.

The total energy is -364.831073 a.u. As for the net charge: +1. Its HOMO-LUMO gap is 12.1 eV.

Bonds (Å) are listed after each position.
Atoms and positions in Å:
1 C -1.81742 -0.35929 1.12086  N2 1.538, H4 1.090, H5 1.095, H6 1.106
2 N -0.65688 -0.14345 0.13504  C1 1.538, C3 1.495, H7 1.040, H8 1.025
3 C 0.02209 -1.35173 -0.42464  N2 1.495, H9 1.105, H10 1.115, H11 1.078
4 H -2.06762 -1.40451 0.93727  C1 1.090
5 H -2.64981 0.30816 0.87351  C1 1.095
6 H -1.45730 -0.09790 2.13342  C1 1.106
7 H -1.02612 0.45978 -0.62679  N2 1.040
8 H 0.10961 0.46057 0.45008  N2 1.025
9 H 0.55497 -1.02336 -1.33466  C3 1.105
10 H 0.65020 -1.79549 0.38286  C3 1.115
11 H -0.77588 -1.99317 -0.76315  C3 1.078
12 H -2.95962 -1.01321 -2.99235  O14 0.958
13 H -1.57261 -0.64149 -3.66640  O14 0.960
14 O -2.09985 -0.61092 -2.86430  H12 0.958, H13 0.960
15 H 1.26960 3.06264 0.79303  O17 0.960
16 H 2.02184 1.66916 0.77656  O17 0.997
17 O 1.13371 2.11479 0.86395  H15 0.960, H16 0.997
18 H 3.89023 0.05419 1.21684  O20 0.972
19 H 4.07463 1.45302 1.61838  O20 0.969
20 O 3.35622 0.85224 1.37050  H18 0.972, H19 0.969